{
  "formula": "C5H9NO4",
  "method": "wB97M-V/def2-TZVPD",
  "energy_ev": -15004.3097,
  "homo_ha": [-0.3483, -0.3480],
  "e_lumo_ev": [-2.3, -2.6],
  "species": ["N", "O", "O", "C", "C", "C", "C", "O", "C", "O", "H", "H", "H", "H", "H", "H", "H", "H", "H"],
  "coordinates": [[-0.6026, 2.8782, 1.0802], [-1.7560, 3.1721, 1.1160], [0.4444, 3.4678, 1.0030], [-2.2122, -0.2465, -0.1726], [-0.7065, -0.0051, -0.1818], [0.0812, -1.3177, 0.2359], [1.6288, -1.3330, 0.2308], [2.2220, -2.1190, 0.9499], [2.3042, -0.3867, -0.7202], [-0.2943, 1.0922, 0.4583], [-2.3906, -1.0882, -0.8587], [-2.5536, -0.4803, 0.8386], [-2.7119, 0.6609, -0.5211], [-0.4082, -0.0513, -1.3020], [-0.2461, -1.7169, 1.2055], [-0.1714, -2.0088, -0.5848], [1.9439, -0.5583, -1.7419], [2.0521, 0.6118, -0.3514], [3.3766, -0.5709, -0.6837]],
  "forces_ev_per_a": [[-0.6, 1.4, -2.0], [2.0, -0.4, 0.5], [-2.6, -2.4, 0.7], [0.3, -0.2, 0.0], [-0.4, -2.4, -2.5], [-0.1, 0.4, 0.6], [-0.5, -0.4, 0.6], [-0.5, 0.8, -0.7], [0.2, -0.4, 0.3], [3.3, 1.9, 1.5], [-0.3, 0.3, 0.3], [-0.1, -0.1, -0.1], [-0.1, -0.2, -0.1], [-0.5, 1.2, 1.0], [0.0, 0.0, -0.3], [-0.2, -0.1, 0.4], [-0.1, 0.3, 0.2], [0.1, 0.1, -0.4], [0.0, 0.2, 0.0]],
  "nbo_charge": [0.709, -0.215, -0.207, -0.619, 0.111, -0.510, 0.609, -0.542, -0.733, -0.546, 0.216, 0.210, 0.217, 0.131, 0.227, 0.227, 0.228, 0.252, 0.236]
}